(1)
C29H43F24InNO4S2 | ωB97M-V with the def2-TZVPD basis set

Geometry as XYZ:
```
104
Properties=species:S:1:pos:R:3:mulliken_charge:R:1
C -0.27225 7.06832 0.76866 0.959
H 1.04153 -6.86798 3.30758 -0.169
F -0.78156 10.75933 0.70179 -0.219
C -0.99128 1.93449 1.25302 0.001
C 0.18525 11.47507 0.10256 0.074
H 2.96240 -5.94914 1.74433 0.155
C -4.28096 5.37601 -5.56520 0.195
H -2.02092 2.30356 1.24154 0.281
F -3.76693 4.72936 -4.50271 -0.201
H 1.77155 -8.39814 2.92780 0.273
F -4.70662 5.25114 -7.83274 -0.307
F -0.39410 12.22525 -0.86616 -0.266
H 1.54910 -0.76364 2.87425 0.402
H -3.16188 2.17268 -7.69771 0.356
H 2.25797 10.11511 1.33873 0.312
H -1.61536 2.70861 -1.31952 0.338
H -2.23781 -5.10808 6.35817 0.328
C -0.67650 1.18460 -0.04667 1.090
H -0.14208 -5.96437 5.78120 0.344
H 2.94111 3.13987 -1.85514 0.249
H 0.85684 -5.34240 -1.19982 0.332
H 1.24484 -1.59477 0.43777 0.159
H -3.00060 0.38256 -5.73828 0.278
H -0.23650 -5.28438 4.18371 -0.246
H -1.11894 -7.95655 0.66745 0.364
C 0.88188 -7.43004 1.21881 -0.168
C -0.82936 1.95503 -1.37101 -0.666
C -0.01136 -3.83973 0.07557 -0.111
H -1.94050 -3.59853 5.50149 0.288
H 5.05168 -10.13897 3.80509 0.348
F -1.06780 6.58225 1.75144 -0.270
C -4.21797 4.49574 -6.81967 0.785
C 2.10004 9.66837 0.35682 -0.776
H -3.23950 -3.69062 2.39635 0.567
F 1.61522 6.82455 2.07433 -0.284
N 4.05849 -7.69143 2.01011 -0.275
C 4.33100 -9.33261 3.84322 -0.959
F 2.28353 2.95598 0.01718 -0.205
In -1.47167 -5.27030 0.97457 0.813
C -2.37430 -4.23779 2.74785 -0.837
F -5.57665 5.66716 -5.30516 -0.259
F 0.04521 4.44545 -0.92741 -0.296
C -1.82352 2.20532 -5.96118 0.993
H 4.68303 -7.18932 1.38903 0.294
C 0.92730 7.77429 1.40606 0.682
C 0.44623 -4.33894 -1.28515 -1.590
C -2.67467 1.23472 -5.13613 0.066
F 2.12211 11.44866 -1.12895 -0.334
F 0.55492 0.63215 0.00977 -0.293
F -1.57820 0.17038 -0.10636 -0.349
H -3.72398 6.30099 -5.72780 0.238
C 1.62136 -7.39231 2.55105 -0.022
H 0.06286 6.25068 0.13073 -0.319
F -0.77173 1.45767 -6.40049 -0.343
F -0.84666 1.09457 2.29807 -0.221
F 0.54728 8.69602 2.31562 -0.305
H 3.26851 -6.31283 3.44322 0.282
H 1.24677 -3.71112 -1.69129 0.342
F 0.95590 4.36557 -2.89912 -0.320
F -1.32583 3.17104 -5.16029 -0.201
C 1.58350 -2.20045 1.26539 -0.562
C -1.86194 -4.67839 5.43881 -0.590
S -2.91403 -5.29827 4.10945 -0.149
F 0.68442 9.85255 -1.53731 -0.264
H 3.37761 -9.67805 3.47117 0.352
O -2.92266 4.17351 -7.14608 -0.398
F 2.70675 4.89594 -0.90902 -0.231
C 1.17354 -3.66795 1.04181 0.415
H 0.92895 -4.09351 2.01508 -0.300
H -0.91386 -7.65220 2.35964 0.406
C 2.99879 -6.73959 2.48161 -0.352
F -1.91583 0.77779 -4.11241 -0.239
H -1.17914 1.21061 -2.07873 0.268
H -0.38028 -4.39284 -1.98669 0.368
C -0.63995 -7.28573 1.37231 -1.364
C 1.24389 10.57742 -0.54801 0.915
H 1.10444 -2.39243 3.36462 0.420
C 0.85637 3.70372 -1.72017 0.791
H -1.66326 -3.49603 3.09783 -0.144
H 4.23071 -9.02370 4.87753 0.242
C 2.27341 3.62995 -1.14396 0.099
F -5.01646 3.41820 -6.71453 -0.286
O 0.35127 2.46528 -1.98495 -0.351
H -0.03450 -1.39496 2.45040 0.072
H 2.66662 -2.15598 1.36132 0.302
S -3.32116 -5.54984 -0.73700 -0.569
F -1.00070 7.93708 0.03415 -0.256
C 4.87963 -8.18607 3.04593 0.452
O 1.77522 8.29156 0.45115 -0.282
H 3.07252 9.66118 -0.13267 0.392
C -0.38732 -5.06365 5.23337 -0.403
H 2.01603 -4.22856 0.63939 0.201
H 0.29140 -4.25337 5.48119 0.271
C 1.01080 -1.65825 2.57261 -1.087
O 6.00774 -7.74042 3.28573 -0.626
H 0.64648 12.14692 0.83199 0.281
F -3.75345 1.84119 -4.60576 -0.237
F -0.14610 2.97423 1.43831 -0.213
H -0.55779 -2.90773 -0.02835 0.391
H 1.32042 -6.67450 0.57112 0.003
H -1.60142 2.91642 -7.91207 0.378
H -4.39715 -5.33287 0.02112 0.015
H 1.11117 -8.38482 0.74717 0.345
C -2.44064 2.83810 -7.22349 -0.852
```

Output
**Max |F|**: 1.8 eV/A
**Gap between HOMO and LUMO**: 5.77 eV
**Net charge**: -1

=====

(2)
C29H43F6O17S | ωB97M-V with the def2-TZVPD basis set

Geometry as XYZ:
```
96
Properties=species:S:1:pos:R:3:mulliken_charge:R:1
O -6.81955 2.57923 -2.49802 -0.627
C 0.81054 -0.51744 2.61684 0.127
H -0.74463 1.39313 0.76547 0.001
H 11.90625 1.04882 8.08178 0.368
H 10.03493 1.47017 5.88399 0.337
H -3.15594 3.16131 1.58569 0.262
H -2.02939 -5.89976 -5.27401 0.356
C -6.22446 3.56815 -2.89338 0.622
H -1.34728 -0.39808 3.57851 0.281
O 1.60726 -8.56607 -6.39409 -0.570
H -0.46607 -5.48397 -7.30876 0.304
H 9.46932 2.29839 7.35620 0.318
H 6.52254 1.50847 4.95205 0.245
S -2.51871 -0.54775 -0.98091 0.544
O -5.19113 3.53905 -3.78966 -0.203
C -1.84123 1.26387 1.21937 -0.166
C -0.92826 -0.07346 -1.84820 0.584
C 9.96499 0.19140 7.62898 0.520
C 5.65285 -0.27796 4.05104 0.642
O 3.29798 1.91349 2.93393 -0.545
H 1.91047 -1.58952 0.91030 0.119
O -10.46205 -0.60191 -3.80179 -0.603
C 1.83109 -1.73070 2.08947 -0.600
F -0.99841 -1.98064 -3.60728 -0.182
H 5.85289 -0.90377 3.17300 0.197
O -6.50460 4.84495 -2.50492 -0.365
C 0.41050 -5.39436 -6.65891 -0.467
C -9.30854 -0.25776 -4.00014 0.583
H -5.53393 5.07798 -5.09381 0.310
H 0.83756 -4.39342 -6.77537 0.312
H 11.44622 -0.33086 9.10165 0.354
C 9.47046 1.34746 6.81358 -0.567
H -6.75785 -1.06170 -4.56931 0.325
F 0.29897 -0.69960 -1.29653 -0.304
H -0.78854 -1.90134 0.68474 0.159
H 2.91764 -1.60856 2.50840 0.014
H 7.39275 0.89648 3.52325 0.306
H -6.34516 0.81047 -2.17536 0.322
C -5.94917 7.04347 -3.34189 -1.483
C 11.07007 0.56527 8.59665 -1.466
H -7.57513 1.87595 -4.20241 0.109
C -2.85630 2.46982 0.65975 -0.215
O 4.30171 0.15071 3.99123 -0.330
H -4.67644 5.71747 -2.21490 0.308
H -0.58838 -2.12016 3.44205 0.382
H 5.40613 -2.02908 5.27915 0.468
H -5.13821 0.62638 -3.47684 0.201
C -7.07947 -0.23104 -3.92964 0.466
H 10.69930 1.23291 9.38325 0.361
C 7.73592 0.16468 7.55848 0.540
H -5.19204 7.61751 -3.88533 0.367
O -8.24689 -0.63519 -3.23199 -0.363
C -7.57399 0.92502 -4.74504 -0.065
H 0.89308 -5.30263 -4.56064 0.229
O -2.91339 -2.05774 -1.21622 -0.669
H -3.87908 2.04183 0.25324 0.175
F -2.03769 0.20844 -4.21407 -0.178
H 6.98535 -1.23834 5.46906 0.273
C 1.11905 -7.46105 -6.22391 0.625
O 8.79757 -0.21275 8.32663 -0.328
C 5.91534 -1.06037 5.32238 -1.585
O -8.91359 0.56273 -5.02130 -0.387
H -6.20892 7.59028 -2.42914 0.351
O 8.13086 0.98517 6.53731 -0.182
H -3.90214 5.04823 -4.37992 0.309
O 6.58240 -0.17948 7.75682 -0.562
C 4.30134 1.34233 3.32816 0.576
H -6.86306 6.99419 -3.94550 0.355
F -0.65948 1.40956 -1.86352 -0.281
C -0.96141 -0.50601 -3.46357 0.455
H 1.20384 -0.09474 3.66085 0.147
H 1.39072 -2.80340 2.36356 0.260
C -5.44774 5.65655 -2.99206 0.496
O 1.35137 -6.38265 -7.03326 -0.318
O 5.57361 1.81878 3.16603 -0.364
H 0.88997 0.36694 1.84359 0.077
H -1.36785 -5.50734 -3.69574 0.354
C 6.40594 1.01583 3.98126 -0.273
C -4.96490 4.88028 -4.17957 -0.552
O 0.26814 -7.14070 -5.20757 -0.329
H -1.43231 -4.24988 -4.94870 0.350
C -1.25290 -5.31437 -4.76771 -1.402
O -3.68670 0.27034 -1.65583 -0.262
H -7.00953 1.04773 -5.67463 0.325
C 0.13157 -5.72862 -5.22490 0.559
F -2.17532 3.38721 -0.30571 -0.356
H -2.27508 -2.33622 1.75834 0.207
C -2.47938 -0.23147 0.90339 -0.671
H -1.83697 1.41687 2.40341 0.286
H -5.59824 -0.75329 -2.45696 0.385
H 5.51551 -0.53780 6.19931 0.439
F 0.33410 0.01822 -4.03755 -0.278
C -1.53559 -1.44171 1.47842 -0.081
H 10.28661 -0.63926 6.98931 0.246
C -0.70730 -1.09247 2.84859 -0.835
C -5.97439 0.14284 -2.96197 -1.180
```

Output
**Max |F|**: 7.8 eV/A
**Gap between HOMO and LUMO**: 5.55 eV
**Net charge**: -1

=====

(3)
C29H43LaN3O4SbSi3 | ωB97M-V with the def2-TZVPD basis set

Geometry as XYZ:
```
84
Properties=species:S:1:pos:R:3:mulliken_charge:R:1
C -21.03077 0.72578 0.35212 -1.029
N -19.30572 -6.82375 0.10640 0.366
Si -22.75884 -3.14171 -1.50242 0.576
C -18.23671 -2.76884 -3.25685 -0.828
C -23.29786 -4.83520 -1.02580 -0.895
H -17.88387 -3.71362 -2.75748 0.153
H -18.03022 1.64451 1.88157 0.481
H -17.85573 1.17361 -3.63971 0.322
O -20.18231 -5.41680 -1.93791 -0.060
C -19.11244 -9.57143 -0.01822 -0.672
C -17.98870 0.13390 -3.83622 -1.085
C -19.64946 -8.87803 -1.07204 -0.739
H -16.04461 3.04180 -1.56816 0.420
C -16.22141 -3.45680 0.57585 -0.472
H -14.94820 -0.89523 -1.62019 0.325
O -20.76618 -7.29625 -3.09022 -0.456
H -23.37851 -5.62092 -1.80543 0.375
C -18.77316 2.65211 -1.49406 -1.014
O -17.56867 -7.10405 3.23799 -0.392
H -19.28941 -2.75301 -3.40734 0.078
H -15.07601 1.88271 -0.81757 0.415
H -19.01145 -10.67590 -0.07790 0.443
H -21.30703 0.13250 1.28191 0.333
C -17.94347 -0.51072 -0.78836 0.614
H -19.80263 -9.44248 -2.01116 0.446
C -15.98434 1.95088 -1.43319 -1.265
C -21.37276 -2.50706 -0.32723 0.248
C -17.21640 -1.16347 1.57065 -0.430
H -15.25634 -2.46081 -2.56199 0.373
Si -17.40617 -1.16304 -2.56532 0.327
H -17.70400 -0.24228 1.87395 0.405
C -19.77674 -7.49586 -0.94915 0.563
H -18.13707 -9.35355 1.96954 0.275
H -19.79391 2.19645 -1.75951 0.164
C -18.31357 -6.64571 2.24525 0.213
H -23.98928 -0.99893 -1.93006 0.217
H -25.15888 -2.44936 -1.87791 0.350
H -15.11737 -0.84386 -3.34457 0.435
C -18.79666 -7.52116 1.16914 1.121
H -24.32258 -4.73807 -0.53137 0.370
H -17.88048 -2.84175 -4.30912 0.503
C -21.46392 -2.72501 1.03431 -0.109
H -21.98483 -2.20663 -3.88726 0.337
H -17.33449 0.05992 -4.74845 0.367
C -22.32523 -3.14023 -3.36578 -0.909
H -16.29671 1.92563 1.46845 0.300
C -17.41906 -1.46918 0.19663 0.137
H -21.52674 -3.89158 -3.58275 0.067
N -20.37218 -3.20923 1.74358 0.233
H -14.65728 -3.27262 2.06342 0.495
H -17.53355 3.13328 1.17641 0.524
H -19.17214 3.55414 -0.93264 0.390
C -22.42699 -2.11918 3.18892 -0.307
C -24.25713 -1.98260 -1.38923 -1.255
H -19.01355 -0.12775 -4.05749 0.321
N -17.14522 -2.76095 -0.13188 -0.076
H -19.53730 -3.77500 3.53514 0.565
C -20.32021 -6.66714 -2.01587 -0.164
O -18.33273 -5.39140 2.05058 -0.346
H -15.80926 1.51243 -2.46653 0.246
H -16.10628 -1.48687 3.39679 0.535
C -16.25696 -1.80680 2.36674 -0.801
H -21.95498 1.21165 0.07678 0.502
H -23.25453 -3.34918 -3.90857 0.436
H -24.56742 -1.71658 -0.36370 0.375
Si -17.64149 1.47328 -0.62285 0.725
H -15.93923 -4.45501 0.25320 0.585
C -21.39087 -2.79035 3.83739 -1.262
H -22.58172 -5.19323 -0.25281 0.079
Sb -20.37877 -0.69057 -1.14877 0.407
C -22.47698 -2.13638 1.81600 -0.984
H -18.41790 3.11199 -2.41659 0.505
C -17.37633 2.10259 1.16306 -1.520
H -21.45041 -3.01161 4.91432 0.405
C -20.36864 -3.28402 3.08782 -0.209
H -20.20920 1.45481 0.59341 0.147
H -23.19908 -1.54656 3.68000 0.505
C -15.48980 -1.37456 -2.44398 -1.193
H -17.83894 -7.97112 3.53743 0.337
H -20.88929 -6.68108 -3.81767 0.432
La -19.21974 -4.21693 0.05351 1.105
C -15.57777 -2.85865 1.67586 -1.058
H -23.18924 -1.56027 1.25892 0.381
C -18.69084 -8.90277 1.10818 -0.827
```

Output
**Max |F|**: 4.2 eV/A
**Energy relative to the best compared isomer or geometry (same formula, charge and spin)**: 0.000 eV
**Gap between HOMO and LUMO**: 4.51 eV
**Net charge**: +2

=====

Question: The lowest max |F| belongs to which entry?
Answer: C29H43F24InNO4S2